Record 1
Formula: C4H3EuO4
Source: OMol25
Level of theory: the ωB97M-V functional and the def2-TZVPD basis

```
12
C4H3EuO4, DFT the ωB97M-V functional and the def2-TZVPD basis
C -1.37 -0.82 -0.12
C -0.04 -0.84 -0.18
H -1.86 -1.78 -0.27
O 0.71 0.30 0.10
C 1.92 0.13 0.51
O 2.91 0.45 -0.10
Eu 5.63 0.63 -0.08
O -1.84 1.57 -0.01
C -2.31 0.33 0.01
O -3.50 0.14 0.13
H -0.88 1.63 0.10
H 0.63 -1.73 -0.08
```

Results
Multiplicity: 9
Total charge: +2
Kohn-Sham gap (alpha / beta): 0.1818 / 0.1903 Eh
E_HOMO (alpha / beta): -15.51 / -15.50 eV


Record 2
Formula: C4H3F
Source: OMol25
Level of theory: the ωB97M-V functional and the def2-TZVPD basis

```
8
C4H3F, DFT the ωB97M-V functional and the def2-TZVPD basis
C 2.26 -1.69 -0.70
C 2.53 -1.15 0.35
F 2.96 -0.65 1.44
H 1.55 -1.66 -1.51
C -0.30 1.88 0.57
C -0.79 1.06 -0.11
H 0.00 2.92 0.92
H -0.93 0.07 -0.54
```

Results
SMILES: C#CF.C#C
Kohn-Sham gap: 0.4210 Eh
ΔE to the lowest compared entry with this formula, charge and spin: 3.151 eV
E_HOMO: -10.59 eV


Record 3
Formula: C4H3F
Source: OMol25
Level of theory: the ωB97M-V functional and the def2-TZVPD basis

```
8
C4H3F, DFT the ωB97M-V functional and the def2-TZVPD basis
C 2.16 -0.29 0.03
C 0.92 -0.54 -0.13
C -0.41 -0.37 -0.18
C -1.23 0.72 0.02
F -1.17 -1.52 0.00
H 3.20 -0.30 0.17
H -1.09 1.83 -0.22
H -2.38 0.47 0.31
```

Results
SMILES: C#CC(=C)F
Kohn-Sham gap: 0.3417 Eh
ΔE to the lowest compared entry with this formula, charge and spin: 1.264 eV
E_HOMO: -9.18 eV


Record 4
Formula: C4H3F3
Source: OMol25
Level of theory: the ωB97M-V functional and the def2-TZVPD basis

```
10
C4H3F3, DFT the ωB97M-V functional and the def2-TZVPD basis
C 2.22 -0.17 0.08
C 0.90 -0.38 0.01
F 0.38 -1.62 -0.10
C -0.14 0.59 -0.09
F 0.27 1.90 -0.02
C -1.47 0.47 0.00
F -2.01 -0.74 0.08
H 2.91 -1.02 0.23
H 2.56 0.87 0.06
H -2.23 1.27 0.06
```

Results
SMILES: C=C(F)/C(F)=C\F
Kohn-Sham gap: 0.3550 Eh
ΔE to the lowest compared entry with this formula, charge and spin: 0.509 eV
E_HOMO: -9.22 eV


Record 5
Formula: C4H3F3NNdO6S2
Source: OMol25
Level of theory: the ωB97M-V functional and the def2-TZVPD basis

```
20
C4H3F3NNdO6S2, DFT the ωB97M-V functional and the def2-TZVPD basis
N 3.02 0.23 0.02
S 1.95 1.37 0.64
O 2.27 1.63 2.06
O 0.49 1.17 0.30
S 2.87 -0.62 -1.27
O 1.46 -0.60 -1.79
O 4.13 -0.43 -2.00
C 2.96 -2.48 -1.07
F 2.49 -3.10 -2.15
F 4.20 -2.90 -0.88
F 2.24 -2.84 -0.01
Nd -0.76 0.09 -1.23
C -2.87 1.65 1.82
O -2.28 0.69 0.95
C -3.14 0.26 -0.29
C -4.43 0.16 -0.45
O -5.58 0.16 -0.73
H -2.19 1.74 2.67
H -3.00 2.58 1.25
H -3.84 1.25 2.16
```

Results
Multiplicity: 4
Kohn-Sham gap (alpha / beta): 0.1791 / 0.1849 Eh
ΔE to the lowest compared entry with this formula, charge and spin: 1.239 eV
E_HOMO (alpha / beta): -7.45 / -7.49 eV


Record 6
Formula: C4H3F3NP
Source: OMol25
Level of theory: the ωB97M-V functional and the def2-TZVPD basis

```
12
C4H3F3NP, DFT the ωB97M-V functional and the def2-TZVPD basis
C -0.57 0.44 0.71
C 0.41 0.41 1.55
C 1.82 0.40 1.67
N 2.14 0.05 0.43
P 0.68 0.26 -0.56
H 2.31 0.36 2.55
H 0.57 -1.12 -0.83
F -1.76 -1.47 -2.39
C -2.38 -0.30 -2.60
F -3.12 -0.38 -3.78
F -1.41 0.61 -2.69
H -2.96 0.22 -1.77
```

Results
SMILES: C1=C2C=N[P@@H]=12.FC(F)F
Kohn-Sham gap: 0.3490 Eh
ΔE to the lowest compared entry with this formula, charge and spin: 1.206 eV
E_HOMO: -9.82 eV